Formula: C42H36IMnN5S2Sb
Source: OMol25
Level of theory: ωB97M-V/def2-TZVPD

Results
Total charge: +1
Largest force on an atom, hartree/bohr: 0.0093
Expectation value of S²: 1.21
Electronic energy, hartree: -4380.92188
Multiplicity: 2
HOMO-LUMO gap (spin up / spin down), eV: 7.62 / 7.35

Atoms and positions in Å:
Mn (-0.0264, -0.2072, -0.2874)
I (-0.5389, -2.8213, 0.6983)
C (1.0042, -2.5290, 2.0634)
C (1.2313, -3.5044, 2.9921)
C (2.2681, -3.3370, 3.9339)
C (3.0325, -2.2075, 3.9075)
C (2.8062, -1.1912, 2.9460)
C (3.6051, -0.0200, 2.9401)
C (3.3771, 0.9518, 2.0107)
C (2.3415, 0.7961, 1.0640)
C (1.5061, -0.3007, 1.0092)
C (1.7674, -1.3297, 1.9801)
H (0.6215, -4.3977, 3.0136)
H (2.4496, -4.1097, 4.6699)
H (3.8310, -2.0690, 4.6275)
H (4.3901, 0.0820, 3.6803)
H (3.9812, 1.8523, 2.0022)
H (2.1835, 1.6041, 0.3580)
N (5.1419, -2.7984, -2.3746)
C (4.0400, -2.2067, -1.8922)
N (3.9903, -1.9071, -0.5891)
N (3.0702, -1.9473, -2.7670)
C (1.9675, -1.4699, -2.2546)
N (0.9872, -1.0444, -1.8083)
H (5.8992, -3.0845, -1.7844)
H (5.1400, -3.0730, -3.3407)
H (4.7736, -2.0667, 0.0185)
H (3.2184, -1.3685, -0.2130)
N (-1.2236, 0.4791, 1.2160)
S (-0.7689, 0.8168, 2.6990)
C (-1.8412, -0.0200, 3.8502)
C (-1.2858, -1.0947, 4.5302)
C (-2.0915, -1.8522, 5.3701)
C (-3.4319, -1.5317, 5.5160)
C (-3.9779, -0.4500, 4.8323)
C (-3.1829, 0.3135, 3.9956)
C (-1.2126, 2.5218, 3.0327)
C (-1.5588, 3.3503, 1.9779)
C (-1.8404, 4.6883, 2.2345)
C (-1.7644, 5.1809, 3.5272)
C (-1.4003, 4.3413, 4.5747)
C (-1.1201, 3.0078, 4.3320)
H (-2.2128, 0.6503, 1.0611)
H (-0.2367, -1.3357, 4.4012)
H (-1.6692, -2.6905, 5.9087)
H (-4.0586, -2.1238, 6.1703)
H (-5.0238, -0.2028, 4.9570)
H (-3.5961, 1.1670, 3.4701)
H (-1.5868, 2.9564, 0.9684)
H (-2.1207, 5.3408, 1.4171)
H (-1.9892, 6.2215, 3.7252)
H (-1.3386, 4.7278, 5.5837)
H (-0.8424, 2.3498, 5.1476)
S (-0.5195, 1.8289, -1.4843)
Sb (0.6378, 3.7614, -1.7391)
C (2.5223, 3.9079, -0.8445)
C (3.5538, 3.1926, -1.4522)
C (4.8295, 3.2262, -0.9116)
C (5.0753, 3.9633, 0.2393)
C (4.0448, 4.6548, 0.8590)
C (2.7645, 4.6257, 0.3219)
C (0.9974, 4.0564, -3.7880)
C (2.1723, 4.6445, -4.2432)
C (2.3708, 4.8184, -5.6064)
C (1.3978, 4.4097, -6.5063)
C (0.2242, 3.8248, -6.0499)
C (0.0234, 3.6411, -4.6907)
C (-0.6540, 5.3115, -1.1453)
C (-0.2217, 6.5203, -0.6101)
C (-1.1475, 7.4999, -0.2774)
C (-2.5012, 7.2768, -0.4853)
C (-2.9327, 6.0735, -1.0272)
C (-2.0128, 5.0875, -1.3535)
H (3.3690, 2.6104, -2.3490)
H (5.6301, 2.6748, -1.3872)
H (6.0724, 3.9906, 0.6601)
H (4.2342, 5.2164, 1.7645)
H (1.9656, 5.1478, 0.8352)
H (2.9321, 4.9809, -3.5473)
H (3.2850, 5.2749, -5.9633)
H (1.5546, 4.5454, -7.5688)
H (-0.5325, 3.5047, -6.7544)
H (-0.8797, 3.1549, -4.3402)
H (0.8328, 6.7301, -0.4749)
H (-0.8077, 8.4404, 0.1370)
H (-3.2214, 8.0433, -0.2290)
H (-3.9878, 5.9001, -1.1950)
H (-2.3585, 4.1404, -1.7512)